[1]
Computed, not measured: a molecular structure, C15H25F4GeN2PdSe, with wB97M-V/def2-TZVPD.

Structure (XYZ):
```
49
Properties=species:S:1:pos:R:3:forces:R:3
Pd -0.076 -1.213 -0.333 0.96 -0.73 1.87
C 2.853 -0.722 0.311 -0.07 0.05 0.01
N 2.018 -1.916 0.119 -0.51 -0.22 -0.20
C 2.539 -2.729 -0.992 0.08 0.01 0.01
C 1.926 -2.708 1.359 0.14 -0.22 0.09
C 0.786 -2.255 2.234 -0.06 0.24 -0.06
N -0.442 -2.331 1.457 1.44 0.48 -2.08
C -1.635 -2.091 2.030 -1.17 0.38 0.57
C -2.780 -2.227 1.209 0.12 -0.04 0.23
F -2.635 -2.543 -0.082 0.05 -0.01 0.04
C -4.049 -2.039 1.704 -0.13 0.11 0.27
F -5.084 -2.169 0.877 -0.05 0.00 0.00
C -4.258 -1.720 3.037 0.02 -0.02 -0.12
C -3.158 -1.586 3.866 -0.21 -0.11 -0.15
F -3.320 -1.278 5.149 -0.04 0.01 0.01
C -1.878 -1.755 3.389 0.14 0.08 -0.52
F -0.870 -1.588 4.244 0.10 0.00 0.01
H 3.868 -1.001 0.613 -0.02 -0.04 -0.03
H 2.420 -0.083 1.080 0.00 -0.02 0.05
H 2.902 -0.158 -0.617 -0.01 -0.07 0.06
H 3.533 -3.129 -0.763 0.01 0.05 0.02
H 2.614 -2.108 -1.883 0.00 0.00 -0.04
H 1.862 -3.557 -1.188 -0.01 -0.03 0.01
H 2.863 -2.649 1.923 0.04 -0.04 -0.09
H 1.769 -3.751 1.084 -0.06 0.02 -0.02
H 0.945 -1.245 2.620 0.15 0.03 0.03
H 0.728 -2.917 3.102 -0.15 0.01 0.01
H -5.259 -1.579 3.423 0.03 0.00 -0.03
C 0.779 4.957 -2.003 0.07 0.14 -0.07
Ge 0.792 3.021 -1.919 -0.05 0.11 0.02
C 2.568 2.388 -1.446 0.19 -0.07 0.01
C 0.190 2.191 -3.562 -0.01 -0.07 -0.17
C -0.458 2.651 -0.442 0.10 -0.02 0.08
Se -1.299 0.916 -0.193 -1.01 0.00 0.03
C -2.549 0.947 -1.699 -0.04 0.07 0.11
H 1.472 5.318 -2.763 -0.02 0.01 0.01
H 1.089 5.366 -1.040 -0.02 0.04 -0.03
H -0.217 5.334 -2.239 0.02 0.01 0.01
H 3.303 3.101 -1.821 0.02 -0.04 0.01
H 2.784 1.419 -1.898 0.00 0.08 0.00
H 2.692 2.317 -0.364 0.02 0.00 -0.03
H 0.941 2.329 -4.341 -0.01 -0.01 0.01
H -0.741 2.634 -3.914 0.01 -0.03 -0.03
H 0.047 1.118 -3.421 -0.02 -0.01 -0.06
H -1.297 3.346 -0.505 -0.06 -0.07 0.04
H 0.043 2.860 0.506 -0.01 -0.03 0.01
H -2.103 1.488 -2.525 0.04 -0.01 -0.02
H -3.474 1.425 -1.389 0.04 0.03 0.04
H -2.743 -0.079 -1.993 -0.02 -0.04 0.02
```
Forces are in eV/Å.

Values from the calculation:
- HOMO level (alpha / beta) (eV) = -11.4 / -11.4
- multiplicity = 1
- net charge = +1
- frontier orbital gap (alpha / beta) (Eh) = 0.2192 / 0.2182
- LUMO (alpha / beta) (eV) = -5.45 / -5.46

[2]
Computed, not measured: 6 unconnected molecules or ions with the total composition C29H58N10O4, with wB97M-V/def2-TZVPD.

Structure (XYZ):
```
101
Properties=species:S:1:pos:R:3:forces:R:3
N 8.183 -0.904 16.616 -0.59 -1.06 -0.54
O 8.181 -1.934 15.967 -0.10 1.03 0.15
O 8.876 -0.724 17.585 0.41 0.23 0.59
O 7.407 0.040 16.329 0.12 -0.27 -0.31
C 7.894 -3.997 13.041 1.44 -0.10 0.12
C 8.546 -2.791 12.248 -0.70 -1.75 0.32
N 7.496 -1.818 11.982 -0.51 2.23 0.72
C 6.698 -1.800 10.820 0.74 1.11 2.19
C 5.947 -0.689 10.958 -0.74 1.95 -0.05
N 6.244 0.031 12.131 3.18 -4.18 0.78
C 7.194 -0.731 12.820 -0.88 -1.24 -4.50
C 5.740 1.270 12.610 -1.90 0.67 0.25
H 7.340 -4.706 12.426 -0.01 0.37 -0.40
H 7.268 -3.764 13.902 0.03 0.78 -0.23
H 8.684 -4.600 13.490 0.24 -0.04 -0.19
H 8.963 -3.132 11.301 -0.60 -0.24 -0.26
H 9.460 -2.333 12.627 -0.49 0.22 0.94
H 6.748 -2.475 9.978 0.21 -0.19 0.28
H 5.283 -0.250 10.229 -0.12 -0.06 0.08
H 7.754 -0.499 13.714 -0.35 0.06 -0.13
H 5.984 1.468 13.654 0.75 -0.08 -0.27
H 4.663 1.123 12.682 -0.19 0.51 -0.37
H 5.966 2.096 11.936 0.08 -0.05 0.19
C 6.287 1.419 19.175 0.69 -0.35 0.11
C 6.134 2.162 20.542 -0.01 -1.91 -0.95
N 5.308 3.344 20.475 -3.01 2.41 -0.86
C 5.600 4.653 20.872 -0.41 0.00 -0.26
C 4.524 5.466 20.591 0.45 -1.16 -0.48
N 3.533 4.674 19.994 2.99 -0.80 0.47
C 4.017 3.413 19.942 1.15 0.40 0.45
C 2.360 5.226 19.344 -1.03 0.23 -0.17
H 5.396 0.968 18.738 -0.40 0.55 0.22
H 6.915 0.537 19.304 0.12 -0.13 0.63
H 6.843 1.928 18.388 -0.35 0.72 0.10
H 7.122 2.328 20.972 -0.20 0.73 -0.14
H 5.683 1.432 21.214 -0.23 0.19 0.17
H 6.570 4.911 21.270 -0.20 0.00 0.11
H 4.420 6.540 20.639 -0.01 -0.14 0.27
H 3.497 2.576 19.500 0.00 0.09 0.15
H 2.315 6.305 19.490 0.05 -0.17 0.57
H 1.485 4.739 19.774 -0.10 0.24 -0.24
H 2.380 5.150 18.257 0.21 -0.60 0.09
C 14.762 3.024 18.554 0.36 -1.63 -0.09
C 13.365 3.588 18.678 1.51 0.75 0.76
N 12.334 2.847 17.965 1.34 -0.38 -1.37
C 11.054 2.804 18.383 -2.39 -1.76 -1.93
C 10.325 2.211 17.343 1.81 1.10 -0.04
N 11.224 2.052 16.267 -0.62 -1.07 3.10
C 12.472 2.316 16.713 -1.99 1.03 0.17
C 10.786 1.449 15.030 0.91 0.05 -1.05
H 15.126 2.861 17.539 -0.11 0.33 -0.10
H 14.746 2.035 19.013 0.04 -0.33 -0.08
H 15.564 3.513 19.106 -0.48 0.68 -0.08
H 13.381 4.622 18.334 -0.46 0.03 0.11
H 13.122 3.525 19.739 -0.33 0.39 -0.10
H 10.646 3.094 19.340 0.60 0.22 -0.02
H 9.307 1.871 17.216 0.09 0.41 0.24
H 13.327 2.225 16.060 0.29 0.23 0.46
H 10.857 2.251 14.295 -0.35 -0.35 -0.38
H 9.782 1.028 15.092 0.02 0.47 0.28
H 11.442 0.629 14.736 0.16 0.14 0.02
C 5.245 -2.683 17.720 -1.34 -0.25 0.54
C 4.009 -3.414 17.069 1.92 1.04 0.62
N 3.946 -2.931 15.685 -2.23 1.25 -2.87
C 4.621 -3.463 14.609 -0.56 0.39 -2.39
C 4.210 -2.851 13.399 -0.45 0.91 3.34
N 3.281 -1.852 13.793 0.53 -1.46 2.25
C 3.078 -1.973 15.166 2.07 -0.84 -1.43
C 2.562 -0.899 12.910 -0.13 -0.66 -0.17
H 6.136 -2.818 17.106 -0.04 -0.11 0.24
H 5.362 -3.026 18.748 0.37 -0.56 -0.19
H 5.033 -1.629 17.901 -0.06 0.26 -0.61
H 3.090 -3.186 17.608 0.02 -0.17 -0.26
H 4.231 -4.482 17.063 -0.43 0.05 -0.13
H 5.284 -4.315 14.641 -0.11 0.07 0.48
H 4.515 -2.973 12.370 -0.08 -0.14 0.17
H 2.435 -1.341 15.759 -0.09 -0.14 -0.11
H 1.518 -1.209 12.857 -0.05 0.33 0.22
H 2.930 -0.998 11.888 0.26 -0.08 0.17
H 2.695 0.131 13.242 -0.18 -0.22 0.15
C 13.238 0.309 21.121 -1.30 -1.78 -0.09
N 12.373 -0.403 22.181 -0.50 1.64 2.02
C 12.932 -1.742 22.637 0.13 0.85 -1.41
C 12.421 0.463 23.458 -0.57 -0.54 0.14
C 10.835 -0.536 21.793 1.44 -0.25 -1.67
C 10.638 -1.451 20.538 0.60 0.00 0.48
O 11.200 -0.974 19.331 0.36 0.77 -0.01
H 13.435 -0.492 20.408 0.36 0.35 -0.22
H 14.160 0.719 21.532 -0.32 -0.06 0.23
H 12.574 1.019 20.627 0.34 0.22 0.18
H 12.272 -2.117 23.420 0.11 -0.37 -0.37
H 13.947 -1.608 23.012 -0.14 0.16 0.08
H 13.012 -2.270 21.687 -0.16 -0.87 0.60
H 11.702 0.023 24.149 -0.06 0.14 0.00
H 12.166 1.510 23.297 0.04 -0.17 -0.36
H 13.389 0.372 23.951 0.12 0.08 -0.44
H 10.490 0.472 21.563 0.10 0.08 0.26
H 10.279 -0.963 22.628 0.36 0.08 0.14
H 9.583 -1.652 20.350 -0.08 -0.16 0.63
H 11.184 -2.371 20.747 -0.52 -0.30 0.05
H 10.509 -0.743 18.705 0.13 -0.07 0.22
```
Forces are in eV/Å.

Values from the calculation:
- HOMO level (alpha / beta) (eV) = -20.4 / -20.4
- multiplicity = 2
- net charge = +5
- frontier orbital gap (alpha / beta) (Eh) = 0.2928 / 0.1384
- LUMO (alpha / beta) (eV) = -12.46 / -16.66

> Among the records above, which one has the highest net charge?

C29H58N10O4

> Which formula does entry 2 have?

C29H58N10O4